[1]
Here is a 4-piece molecular cluster, C48H31FN2O9S overall from the Open Molecules 2025 dataset. Energies are from the ωB97M-V functional and the def2-TZVPD basis.

ORCA input file:
```
! RIJCOSX wB97M-V def2-TZVPD def2/J DEFGRID3
* xyz 0 1
O 3.088 1.515 1.621
C 2.486 1.246 0.619
C 2.249 2.199 -0.531
C 1.922 1.587 -1.888
S 3.271 0.748 -2.809
C 4.669 1.036 -1.821
N 5.685 1.787 -2.062
N 6.564 1.624 -0.999
C 6.003 0.793 -0.201
O 4.819 0.348 -0.652
O 1.873 0.042 0.421
C 1.934 -0.870 1.478
F 3.091 -1.605 1.380
H 1.374 2.789 -0.231
H 3.088 2.896 -0.570
H 1.550 2.375 -2.542
H 1.145 0.833 -1.772
H 6.355 0.437 0.754
H 1.083 -1.541 1.372
H 1.927 -0.366 2.443
C 7.323 5.648 -0.827
C 8.007 6.846 -0.647
C 7.309 8.033 -0.501
C 5.920 8.030 -0.547
C 5.235 6.831 -0.749
C 5.940 5.643 -0.883
C 3.747 6.786 -0.844
O 3.168 5.736 -1.038
C 3.007 8.070 -0.706
C 1.622 8.069 -0.817
C 0.918 9.254 -0.686
C 1.594 10.443 -0.442
C 2.975 10.450 -0.334
C 3.688 9.266 -0.469
C 5.179 9.309 -0.368
O 5.758 10.351 -0.150
H 7.863 4.716 -0.931
H 9.089 6.850 -0.612
H 7.827 8.970 -0.350
H 5.401 4.717 -1.027
H 1.112 7.135 -1.005
H -0.161 9.253 -0.775
H 1.042 11.368 -0.337
H 3.515 11.368 -0.147
C -4.046 -9.165 2.261
C -4.413 -8.733 0.991
C -3.628 -7.816 0.314
C -2.472 -7.325 0.908
C -2.112 -7.745 2.191
C -2.900 -8.671 2.861
C -0.903 -7.199 2.871
O -0.584 -7.567 3.981
C -0.108 -6.165 2.145
C 0.985 -5.585 2.778
C 1.728 -4.615 2.125
C 1.388 -4.228 0.833
C 0.307 -4.811 0.195
C -0.450 -5.774 0.850
C -1.636 -6.351 0.157
O -1.915 -6.021 -0.977
H -4.661 -9.885 2.786
H -5.316 -9.112 0.530
H -3.902 -7.465 -0.671
H -2.606 -8.991 3.852
H 1.237 -5.899 3.782
H 2.573 -4.154 2.620
H 1.977 -3.480 0.321
H 0.030 -4.520 -0.809
C -8.838 -3.129 1.299
C -9.203 -1.836 0.941
C -8.353 -1.062 0.169
C -7.130 -1.576 -0.244
C -6.760 -2.871 0.123
C -7.619 -3.646 0.893
C -5.443 -3.443 -0.285
O -5.126 -4.570 0.029
C -4.532 -2.575 -1.085
C -3.285 -3.070 -1.446
C -2.422 -2.285 -2.192
C -2.804 -1.007 -2.587
C -4.045 -0.509 -2.228
C -4.912 -1.289 -1.472
C -6.237 -0.726 -1.084
O -6.576 0.384 -1.434
H -9.506 -3.733 1.899
H -10.153 -1.433 1.264
H -8.624 -0.057 -0.122
H -7.318 -4.648 1.165
H -2.998 -4.066 -1.140
H -1.452 -2.673 -2.474
H -2.131 -0.399 -3.179
H -4.357 0.482 -2.526
*
```

Its HOMO-LUMO gap is 8.625 eV. Its molar mass is 830.85 g mol⁻¹. The total energy comes out at -3132.5349 Eh. The lowest unoccupied orbital energy is -1.0 eV. The SMILES is O=C1c2ccccc2C(=O)c2ccccc21.O=C1c2ccccc2C(=O)c2ccccc21.O=C1c2ccccc2C(=O)c2ccccc21.O=C(CCSc1nnco1)OCF. The calculation puts the max |F| at 0.272 eV/A.

[2]
Here is C48H32Cl4F5N3O3S5W as an isolated structure in a non-equilibrium geometry from the Open Molecules 2025 dataset. Energies are from the ωB97M-V functional and the def2-TZVPD basis.

ORCA input file:
```
! RIJCOSX wB97M-V def2-TZVPD def2/J DEFGRID3
* xyz 0 1
W -0.400 0.126 -0.005
S -0.320 -2.331 0.564
C -1.201 -2.561 2.037
C -1.162 -3.793 2.691
C -1.866 -3.980 3.860
C -2.604 -2.935 4.412
C -2.656 -1.715 3.776
C -1.979 -1.523 2.571
S -2.183 -0.032 1.698
C 0.792 0.753 3.092
C 1.944 0.266 2.263
C 3.196 0.291 2.859
C 4.228 -0.446 2.300
C 3.948 -1.163 1.157
C 2.700 -1.060 0.548
C 2.546 -1.735 -0.773
S -0.131 -0.760 -2.146
C 1.933 1.429 -2.464
C 2.150 1.414 -3.832
C 1.517 2.344 -4.640
C 0.761 3.352 -4.068
C 0.581 3.405 -2.697
C 1.088 2.390 -1.900
S 0.748 2.296 -0.166
N 1.694 -0.340 1.085
H -0.577 -4.588 2.257
H -1.838 -4.939 4.354
H -3.145 -3.080 5.334
H -3.218 -0.891 4.192
H 0.202 -0.136 3.392
H 1.182 1.226 4.000
H 3.346 0.854 3.767
H 5.210 -0.462 2.746
H 4.697 -1.782 0.694
H 1.510 -1.999 -0.987
H 3.159 -2.637 -0.800
H 2.813 0.686 -4.278
H 1.631 2.286 -5.712
H 0.298 4.104 -4.688
H 0.025 4.210 -2.243
Cl 8.811 -0.686 2.686
C 8.115 -1.304 1.232
C 7.290 -2.417 1.269
C 6.678 -2.838 0.102
C 6.878 -2.191 -1.112
C 6.095 -2.618 -2.332
C 5.242 -1.457 -2.914
N 4.477 -0.752 -1.924
C 4.855 0.414 -1.283
C 3.777 1.166 -1.014
N 2.616 0.571 -1.554
C 3.030 -0.775 -1.910
O 5.261 -3.693 -1.963
C 4.995 -4.631 -2.987
C 3.868 -5.500 -2.517
C 2.767 -5.813 -3.261
Cl 2.485 -5.377 -4.893
S 1.614 -6.758 -2.380
C 2.627 -6.720 -0.991
C 3.778 -6.039 -1.208
C 7.799 -1.147 -1.139
Cl 8.253 -0.378 -2.622
C 8.389 -0.680 0.026
H 7.110 -2.936 2.197
H 6.015 -3.690 0.122
H 6.794 -2.942 -3.117
H 4.532 -1.902 -3.617
H 5.884 -0.764 -3.464
H 5.877 0.619 -1.036
H 3.710 2.116 -0.521
H 2.587 -1.109 -2.854
H 5.897 -5.233 -3.183
H 4.703 -4.139 -3.925
H 2.306 -7.207 -0.092
H 4.551 -5.906 -0.472
H 9.055 0.167 -0.010
F -1.858 3.213 -1.438
C -2.504 2.071 -1.760
C -2.158 0.886 -1.114
C -3.002 -0.174 -1.462
F -2.780 -1.368 -0.846
C -4.024 -0.120 -2.391
F -4.763 -1.202 -2.660
C -4.268 1.078 -3.056
F -5.217 1.155 -3.996
C -3.513 2.189 -2.713
F -3.753 3.374 -3.297
Cl -6.106 4.463 2.097
C -4.483 3.996 2.421
C -3.696 3.493 1.393
C -2.400 3.095 1.660
C -1.893 3.184 2.954
C -2.684 3.725 3.970
C -3.974 4.136 3.707
C -0.597 2.613 3.353
O -0.051 2.848 4.402
O -0.111 1.672 2.481
H -4.104 3.407 0.398
H -1.768 2.710 0.871
H -2.271 3.796 4.966
H -4.595 4.546 4.488
*
```

Its HOMO-LUMO gap (spin up / spin down) is 5.289 / 5.314 eV. Its molar mass is 1279.78 g mol⁻¹. The total energy comes out at -6636.4051 Eh. The lowest unoccupied orbital energy (spin up / spin down) is -2.1 / -2.1 eV. The calculation puts the max |F| at 4.819 eV/A.